Ca2HgI | wB97M-V/def2-TZVPD

Structure (ORCA input):
```
! RIJCOSX wB97M-V def2-TZVPD def2/J DEFGRID3
* xyz 5 1
Hg -0.3003 1.0925 2.0880
Ca 1.1259 1.0585 -1.2929
Ca -0.8427 -1.9176 -1.0708
I 0.0170 -0.2335 0.2757
*
```

Output
**Energy above the lowest of the compared OMol25 structures with the same formula, charge and spin**: 343.1 kcal/mol
**E_HOMO**: -36.1 eV
**LUMO**: -25.618 eV


C55H55BrN4O3P2PbS3 | wB97M-V/def2-TZVPD

Structure (ORCA input):
```
! RIJCOSX wB97M-V def2-TZVPD def2/J DEFGRID3
* xyz 0 1
Pb -1.6345 -1.7512 0.6339
C 4.7011 -1.7999 4.8720
O 5.0066 -2.6156 3.7605
C 3.9909 -2.9010 2.8961
C 4.3325 -3.8078 1.8697
C 3.3643 -4.1735 0.9814
C 2.0449 -3.6715 1.0210
C 1.0737 -4.1651 0.0715
C 1.4767 -5.2983 -0.8581
O -0.0752 -3.7277 -0.0585
C 1.6989 -2.7096 2.0380
O 0.5662 -2.1551 2.1555
C 2.7299 -2.3718 2.9839
H 5.6142 -1.7296 5.4594
H 3.9045 -2.2390 5.4767
H 4.3896 -0.7980 4.5629
H 5.3367 -4.2040 1.8255
H 3.6313 -4.8806 0.2061
H 1.8779 -6.1473 -0.3054
H 2.2390 -4.9647 -1.5650
H 0.5910 -5.6048 -1.4096
H 2.4480 -1.6700 3.7561
N 0.1041 -0.5913 -0.3389
S 1.1976 0.0129 -1.0494
N 0.9269 1.4091 -1.9294
S -0.3336 1.4655 -2.8270
N -1.7007 1.0033 -2.3691
S -2.6532 1.3401 -1.0526
N -2.5396 0.6372 0.2090
C -4.2266 1.2273 -1.8881
C -4.3795 0.9749 -3.2408
C -5.6601 0.8757 -3.7637
C -6.7662 1.0321 -2.9408
C -6.5999 1.2830 -1.5857
C -5.3244 1.3741 -1.0513
C -2.3872 3.1079 -0.8898
C -3.1682 4.0805 -1.4908
C -2.8506 5.4173 -1.2856
C -1.7687 5.7661 -0.4908
C -0.9930 4.7802 0.1063
C -1.2999 3.4453 -0.0930
C -0.1183 0.5564 -4.3439
C -0.9644 -0.5019 -4.6279
C -0.7774 -1.1904 -5.8189
C 0.2314 -0.8168 -6.6922
C 1.0835 0.2368 -6.3776
C 0.9146 0.9310 -5.1938
C -0.3164 3.1557 -3.3908
C 0.6440 4.0558 -2.9648
C 0.6174 5.3453 -3.4790
C -0.3513 5.7089 -4.4018
C -1.3116 4.7933 -4.8143
C -1.2996 3.5065 -4.3065
C 2.4902 0.6302 0.0088
C 3.4253 1.5901 -0.3604
C 4.3691 1.9895 0.5705
C 4.3651 1.4393 1.8488
C 3.4131 0.4994 2.2064
C 2.4587 0.0887 1.2847
C 1.9999 -1.0342 -2.2598
C 1.2597 -2.1394 -2.6460
C 1.7577 -2.9579 -3.6531
C 2.9775 -2.6750 -4.2432
C 3.7181 -1.5725 -3.8297
C 3.2289 -0.7395 -2.8394
H -3.5100 0.8306 -3.8656
H -5.7923 0.6615 -4.8159
H -7.7617 0.9399 -3.3539
H -7.4617 1.3967 -0.9420
H -5.1733 1.5394 0.0075
H -4.0116 3.8058 -2.1101
H -3.4549 6.1869 -1.7471
H -1.5304 6.8097 -0.3349
H -0.1506 5.0517 0.7291
H -0.7137 2.6543 0.3589
H -1.7234 -0.8036 -3.9145
H -1.4221 -2.0271 -6.0509
H 0.3639 -1.3527 -7.6227
H 1.8787 0.5166 -7.0549
H 1.5758 1.7476 -4.9302
H 1.3852 3.7431 -2.2449
H 1.3561 6.0657 -3.1550
H -0.3621 6.7140 -4.8020
H -2.0689 5.0830 -5.5298
H -2.0410 2.7793 -4.6135
H 3.3922 2.0406 -1.3424
H 5.1042 2.7372 0.3038
H 5.1093 1.7524 2.5688
H 3.4079 0.0738 3.2014
H 1.6934 -0.6374 1.5362
H 0.3077 -2.3541 -2.1728
H 1.1789 -3.8157 -3.9682
H 3.3599 -3.3135 -5.0289
H 4.6806 -1.3650 -4.2778
H 3.8100 0.1107 -2.5155
C -3.1805 -3.0148 5.4791
P -1.8904 -2.7289 4.1874
C -1.0995 -4.3876 4.1905
C -0.7134 -1.7379 5.2051
C -0.0823 -2.2538 6.3307
C 0.7751 -1.4734 7.0943
C 1.0014 -0.1546 6.7312
C 0.3774 0.3705 5.6063
C -0.4793 -0.4096 4.8325
P -1.2200 0.1609 3.2513
C -0.5868 1.8843 3.1172
C -2.9578 0.5503 3.7716
H -2.7573 -3.3942 6.4112
H -3.9050 -3.7366 5.0988
H -3.7086 -2.0834 5.6840
H -1.0616 -4.8325 5.1867
H -0.0939 -4.3099 3.7820
H -1.6791 -5.0422 3.5389
H -0.2548 -3.2837 6.6199
H 1.2647 -1.8938 7.9640
H 1.6646 0.4679 7.3196
H 0.5747 1.3991 5.3372
H 0.4975 1.8876 2.9968
H -0.8651 2.5168 3.9631
H -1.0342 2.2979 2.2136
H -3.0514 0.6270 4.8555
H -3.6317 -0.2257 3.4094
H -3.2569 1.4954 3.3174
Br -2.7725 -2.4208 -1.8854
*
```

Output
**Energy above the lowest of the compared OMol25 structures with the same formula, charge and spin**: 0.0 kcal/mol
**E_HOMO**: -6.7 eV
**LUMO**: -0.141 eV


C35H31IrN14O3S | wB97M-V/def2-TZVPD

Structure (ORCA input):
```
! RIJCOSX wB97M-V def2-TZVPD def2/J DEFGRID3
* xyz 2 1
Ir 0.6501 -0.5805 -1.6433
N -7.0643 1.7682 -3.1165
C -5.8774 1.1348 -3.2851
C -5.8003 -0.2690 -3.2295
C -4.5978 -0.9124 -3.4011
C -3.4403 -0.1663 -3.6266
C -3.4982 1.2256 -3.6859
C -4.6992 1.8708 -3.5123
S -1.9381 -0.9911 -3.8505
O -2.1689 -2.3225 -4.2999
O -1.0264 -0.1179 -4.5733
N -1.1991 -1.0631 -2.3662
C -1.5437 -1.8732 -1.3408
N -2.7042 -2.4600 -1.1045
C -2.7752 -3.1515 0.0262
C -1.7268 -3.2495 0.9450
C -0.5548 -2.5960 0.6354
N -0.4588 -1.9209 -0.5103
H -7.9193 1.2438 -3.0763
H -7.1427 2.7556 -3.2793
H -6.7028 -0.8462 -3.0738
H -4.5450 -1.9919 -3.3773
H -2.6058 1.7976 -3.9030
H -4.7483 2.9503 -3.5773
H -3.7200 -3.6448 0.2244
H -1.8267 -3.8202 1.8551
H 0.3093 -2.6085 1.2879
C -3.1405 2.2109 1.3488
N -2.0846 1.8443 0.3887
C -1.2974 0.7794 0.3933
N -0.4161 0.8842 -0.6036
C -0.7551 2.0681 -1.2019
N -1.7456 2.6766 -0.6168
C -2.6316 2.1137 2.7672
C -3.4194 1.5860 3.7839
C -2.8907 1.4190 5.0579
C -1.5608 1.7210 5.3154
C -0.7799 2.2606 4.3015
C -1.3295 2.4895 3.0453
C 0.6755 2.4244 4.3671
N 1.3835 3.2659 3.7006
N 2.6825 2.7843 3.7172
C 2.6568 1.6908 4.3934
O 1.4181 1.4074 4.8763
C 3.6545 0.6160 4.3526
C 3.9759 -0.2226 5.4099
C 4.8037 -1.3135 5.1785
C 5.2546 -1.6015 3.8972
C 4.9156 -0.7681 2.8361
C 5.3117 -1.1129 1.4171
N 4.3133 -0.6165 0.4604
C 3.1243 -1.1269 0.1668
N 2.4684 -0.2796 -0.6229
C 3.3388 0.7631 -0.7669
N 4.4597 0.5878 -0.1222
C 4.1502 0.3567 3.0789
H -3.9895 1.5463 1.1913
H -3.4395 3.2191 1.0673
H -1.3577 -0.0056 1.1274
H -0.2452 2.4806 -2.0553
H -4.4419 1.2887 3.5836
H -3.5111 1.0160 5.8466
H -1.1369 1.5328 6.2927
H -0.6894 2.9116 2.2802
H 3.5875 -0.0317 6.4013
H 5.0757 -1.9631 5.9990
H 5.8569 -2.4863 3.7282
H 5.3824 -2.1924 1.2885
H 6.2593 -0.6689 1.1158
H 2.7743 -2.0846 0.5144
H 3.1259 1.6522 -1.3357
H 3.8825 1.0411 2.2855
N 1.3054 0.5157 -3.3289
C 2.2112 -0.5436 -3.7130
C 3.2668 -0.5293 -4.5826
C 3.9881 -1.7171 -4.7014
C 3.6239 -2.8280 -3.9585
C 2.5459 -2.7423 -3.0912
N 1.8555 -1.6110 -2.9818
H 1.6771 1.4560 -3.4182
H 0.4587 0.4284 -3.9436
H 3.5164 0.3546 -5.1528
H 4.8283 -1.7700 -5.3804
H 4.1657 -3.7584 -4.0458
H 2.2124 -3.5802 -2.4939
*
```

Output
**Energy above the lowest of the compared OMol25 structures with the same formula, charge and spin**: 0.0 kcal/mol
**E_HOMO**: -12.5 eV
**LUMO**: -5.355 eV


C5H5NO2 | wB97M-V/def2-TZVPD

Structure (ORCA input):
```
! RIJCOSX wB97M-V def2-TZVPD def2/J DEFGRID3
* xyz 0 1
C 1.2094 1.6944 0.0244
C 0.6323 0.4857 0.0041
C 1.5352 -0.7895 0.2106
C 0.6105 -1.8857 -0.0969
O -0.7478 -1.4772 -0.1390
C -0.7793 -0.0193 -0.2136
N -1.8162 0.8255 -0.2094
O -2.9398 -0.1411 0.2788
H 2.1359 2.0199 0.3755
H 0.7358 2.6951 -0.5862
H 2.6635 -0.7653 0.3579
H 0.4385 -3.0356 -0.2025
H -3.6780 0.3932 0.1964
*
```

Output
**Energy above the lowest of the compared OMol25 structures with the same formula, charge and spin**: 142.0 kcal/mol
**E_HOMO**: -8.4 eV
**LUMO**: -0.240 eV


Number 1: largest force on an atom 14.0 eV Å⁻¹, total energy -49071.252 eV. Number 2: largest force on an atom 0.6 eV Å⁻¹, total energy -196398.661 eV. Number 3: largest force on an atom 0.8 eV Å⁻¹, total energy -77464.506 eV. Number 4: largest force on an atom 5.8 eV Å⁻¹, total energy -10845.159 eV.